DFT (ωB97M-V with the def2-TZVPD basis set) results for 6 unconnected molecules or ions with the total composition C10H34BO10.

Each atom is followed by the atoms it is bonded to, with distances in Å.
Atoms and positions in Å:
1 B 0.064 -0.336 0.410  H2 1.079, H3 1.079, H4 1.079, H5 1.079
2 H 0.205 -1.219 -0.195  B1 1.079
3 H -0.969 -0.426 0.708  B1 1.079
4 H 0.727 -0.295 1.260  B1 1.079
5 H 0.232 0.564 -0.161  B1 1.079
6 C -0.389 -0.656 4.142  C7 1.552, O9 1.440, H10 1.090, H11 1.090
7 C -0.642 -2.095 3.617  C6 1.552, O8 1.438, H12 1.090, H13 1.090
8 O 0.241 -2.491 2.553  C7 1.438, H14 0.960
9 O -1.022 0.337 3.314  C6 1.440, H15 0.960
10 H 0.690 -0.516 4.206  C6 1.090
11 H -0.818 -0.586 5.142  C6 1.090
12 H -1.656 -2.109 3.217  C7 1.090
13 H -0.575 -2.864 4.386  C7 1.090
14 H 0.109 -1.767 1.936  O8 0.960
15 H -1.050 0.046 2.399  O9 0.960
16 C -2.401 -0.436 -2.098  C17 1.505, O19 1.384, H20 1.090, H21 1.090
17 C -3.373 -0.065 -3.185  C16 1.505, O18 1.446, H22 1.090, H23 1.090
18 O -2.882 0.944 -4.096  C17 1.446, H24 0.960
19 O -2.236 0.525 -1.117  C16 1.384, H25 0.960
20 H -1.411 -0.753 -2.426  C16 1.090
21 H -2.814 -1.309 -1.593  C16 1.090
22 H -4.302 0.345 -2.789  C17 1.090
23 H -3.757 -0.865 -3.818  C17 1.090
24 H -2.137 1.385 -3.680  O18 0.960
25 H -1.571 0.157 -0.530  O19 0.960
26 C 2.420 0.907 -1.952  C27 1.529, O29 1.422, H30 1.090, H31 1.090
27 C 2.923 1.798 -3.088  C26 1.529, O28 1.419, H32 1.090, H33 1.090
28 O 4.074 2.425 -2.545  C27 1.419, H34 0.960
29 O 1.196 0.238 -2.230  C26 1.422, H35 0.960
30 H 2.226 1.578 -1.115  C26 1.090
31 H 3.221 0.203 -1.726  C26 1.090
32 H 2.229 2.608 -3.312  C27 1.090
33 H 3.126 1.214 -3.986  C27 1.090
34 H 4.645 2.542 -3.309  O28 0.960
35 H 0.690 0.178 -1.416  O29 0.960
36 C 1.332 -3.571 -0.730  C37 1.578, O39 1.397, H40 1.090, H41 1.090
37 C -0.093 -3.629 -1.405  C36 1.578, O38 1.446, H42 1.090, H43 1.090
38 O -1.067 -3.025 -0.525  C37 1.446, H44 0.960
39 O 2.041 -2.507 -1.292  C36 1.397, H45 0.960
40 H 1.957 -4.433 -0.961  C36 1.090
41 H 1.200 -3.514 0.351  C36 1.090
42 H -0.395 -4.658 -1.600  C37 1.090
43 H -0.106 -3.100 -2.358  C37 1.090
44 H -0.689 -2.248 -0.105  O38 0.960
45 H 1.741 -1.643 -1.001  O39 0.960
46 C -0.263 2.911 1.696  C47 1.620, O49 1.443, H50 1.090, H51 1.090
47 C -0.538 3.865 2.975  C46 1.620, O48 1.398, H52 1.090, H53 1.090
48 O 0.365 4.931 2.929  C47 1.398, H54 0.960
49 O 0.978 2.193 1.860  C46 1.443, H55 0.960
50 H -0.318 3.554 0.818  C46 1.090
51 H -1.071 2.202 1.515  C46 1.090
52 H -0.503 3.352 3.937  C47 1.090
53 H -1.562 4.238 2.956  C47 1.090
54 H 1.167 4.516 2.604  O48 0.960
55 H 0.811 1.358 1.416  O49 0.960

Calculated values
LUMO energy = 0.1037 hartree
Energy above the lowest of the compared OMol25 structures with the same formula, charge and spin = 51.4 kcal per mole
Total charge = -1
F_max = 4.138 eV Å⁻¹
E = -32069.2562 eV
Gap between HOMO and LUMO = 9.6 eV
E_HOMO = -0.2489 Eh